{"formula": "C5H10BrF5Sb", "method": "ωB97M-V with the def2-TZVPD basis set", "elements": ["F", "C", "F", "F", "C", "F", "F", "C", "C", "C", "Sb", "Br", "H", "H", "H", "H", "H", "H", "H", "H", "H", "H"], "positions_angstrom": [[2.798603, -0.873985, 1.381368], [2.412767, -1.032142, 0.053827], [1.433401, -2.034026, -0.111331], [3.549952, -1.536724, -0.639550], [2.004999, 0.325230, -0.674923], [1.487287, 0.056089, -1.972771], [3.246212, 1.011328, -0.928941], [1.117813, 1.325669, 0.173766], [-0.059210, 0.671432, 1.036016], [-1.542752, 0.985609, 0.514374], [-2.292163, -0.834444, -0.552403], [-4.423937, -0.976903, 0.944472], [1.797221, 1.941520, 0.839601], [0.617540, 2.039830, -0.574450], [0.013109, 1.138624, 2.085423], [0.009537, -0.451659, 1.192635], [-1.634279, 1.923727, -0.120519], [-2.242821, 1.124810, 1.416739], [-1.505257, -1.908844, 0.614297], [-2.742829, -2.295315, -1.446651], [-3.189868, 0.159095, -1.691828], [-0.855327, -0.758921, -1.539151]], "forces_ev_per_angstrom": [[-1.193, -0.306, -2.618], [0.892, -2.022, -1.446], [2.174, 2.479, 1.011], [-2.040, 0.859, 1.565], [0.285, 1.631, -0.613], [1.074, 0.206, 2.848], [-1.758, -1.245, 0.421], [-0.828, -0.287, -0.652], [-0.772, 0.951, 0.872], [0.112, 0.256, 1.300], [1.265, -0.154, -1.506], [-0.998, -0.018, 0.681], [-0.586, -0.962, -0.908], [0.978, -1.063, 0.936], [0.118, -0.798, -1.448], [0.192, 1.213, -0.331], [0.293, -1.175, 0.564], [1.081, -0.179, -1.260], [-0.032, 0.411, 0.145], [-0.243, 0.211, 0.221], [-0.078, -0.023, 0.211], [0.064, 0.017, 0.009]], "spin_multiplicity": 1, "energy_ha": -3510.02591, "mol_weight_da": 366.8, "total_charge": -1}